No. 1
# C26H45FO17PS

A 6-piece molecular cluster, C26H45FO17PS overall at a distorted geometry (wB97M-V/def2-TZVPD, the Open Molecules 2025 dataset).

Structure (XYZ):
```
91
C26H45FO17PS | the Open Molecules 2025 dataset | wB97M-V/def2-TZVPD
C 1.756 -0.210 0.699
C 2.631 1.029 0.488
C 1.893 2.303 0.056
C 0.930 2.108 -1.111
C -0.488 1.698 -0.649
C -0.836 2.365 0.698
P -2.585 2.188 1.130
S -3.626 0.581 0.124
O -3.720 0.968 -1.231
O -4.768 0.319 0.918
F -2.665 -0.621 0.230
H 0.849 -0.024 1.279
H 1.531 -0.673 -0.262
H 2.325 -0.955 1.245
H 3.125 1.261 1.432
H 3.355 0.777 -0.277
H 2.681 2.989 -0.260
H 1.424 2.773 0.920
H 1.312 1.294 -1.729
H 0.892 2.974 -1.769
H -0.544 0.619 -0.536
H -1.212 2.009 -1.403
H -0.321 1.900 1.539
H -0.659 3.440 0.693
H -3.331 3.322 0.794
H -2.774 1.952 2.494
C 0.709 -6.738 -0.242
C 1.600 -5.762 0.505
C 0.895 -4.766 1.397
O 1.808 -3.657 1.401
C 2.498 -3.697 0.238
O 3.199 -2.822 -0.164
O 2.278 -4.861 -0.405
H -0.348 -6.546 -0.054
H 0.880 -6.673 -1.314
H 0.908 -7.762 0.068
H 2.374 -6.293 1.063
H 0.731 -5.124 2.409
H -0.053 -4.429 0.969
C 3.170 4.858 5.671
C 2.541 4.243 4.432
C 1.415 5.035 3.800
O 0.643 3.991 3.177
C 0.848 2.852 3.873
O 0.197 1.863 3.706
O 1.855 2.997 4.740
H 2.673 5.785 5.956
H 3.114 4.167 6.509
H 4.217 5.092 5.495
H 3.304 4.003 3.690
H 1.751 5.755 3.059
H 0.784 5.534 4.537
C -7.590 2.118 0.927
C -7.698 2.830 2.265
C -9.077 2.892 2.884
O -8.998 4.086 3.672
C -8.089 4.907 3.094
O -7.912 6.042 3.379
O -7.396 4.233 2.134
H -8.557 1.771 0.565
H -7.164 2.780 0.174
H -6.951 1.244 1.015
H -6.979 2.417 2.978
H -9.314 2.039 3.514
H -9.861 3.022 2.134
C 6.657 -1.457 -4.323
C 6.009 -0.917 -3.059
C 4.523 -1.161 -2.925
O 4.113 -0.060 -2.097
C 4.983 0.960 -2.316
O 4.811 2.074 -1.934
O 6.047 0.532 -3.019
H 5.925 -1.917 -4.987
H 7.158 -0.658 -4.866
H 7.397 -2.218 -4.083
H 6.537 -1.273 -2.172
H 4.274 -2.103 -2.443
H 4.002 -1.085 -3.883
C -0.627 -2.655 -5.086
C -0.960 -4.095 -4.730
C -0.967 -4.423 -3.253
O -0.648 -5.817 -3.248
C 0.094 -6.069 -4.363
O 0.686 -7.074 -4.559
O 0.058 -5.002 -5.197
H -0.393 -2.064 -4.199
H 0.228 -2.616 -5.758
H -1.468 -2.173 -5.583
H -1.900 -4.399 -5.196
H -1.931 -4.256 -2.776
H -0.187 -3.885 -2.705
```

Calculated values
highest occupied orbital energy: -12.694 eV
LUMO energy: -4.013 eV
net charge: +1
energy relative to the best compared isomer or geometry (same formula, charge and spin): 7.0 kcal/mol

Mulliken population analysis, charges in e, atoms 1 to 8: C -1.0298; C 0.3535; C -0.3074; C -1.0722; C -0.7629; C 0.2287; P 0.0646; S 1.0103

No. 2
# C26H46BrIrN3O3PS

C26H46BrIrN3O3PS as an isolated structure (wB97M-V/def2-TZVPD, the Open Molecules 2025 dataset).

Structure (XYZ):
```
82
C26H46BrIrN3O3PS | the Open Molecules 2025 dataset | wB97M-V/def2-TZVPD
Ir 0.211 0.153 -0.711
C 2.591 3.894 -0.735
C 1.878 2.733 -0.072
C 1.417 3.084 1.329
O 0.681 2.392 -0.843
C 2.761 1.472 0.015
O 3.974 1.551 0.031
O 2.105 0.342 0.108
H 1.959 4.781 -0.707
H 2.844 3.663 -1.769
H 3.512 4.099 -0.193
H 0.749 3.945 1.292
H 2.282 3.332 1.945
H 0.901 2.243 1.785
H 0.924 2.538 -1.778
C 0.305 0.083 3.503
C -0.949 -0.804 3.477
C -1.719 -0.658 4.795
C -0.448 -2.250 3.347
P -1.995 -0.374 1.983
N -0.972 -0.156 0.737
C -2.907 1.250 2.192
C -4.169 1.110 3.054
C -1.966 2.268 2.850
C -3.277 1.830 0.817
C -3.140 -1.778 1.503
C -4.114 -1.262 0.432
C -2.325 -2.921 0.865
C -3.952 -2.330 2.682
H 0.980 -0.326 4.258
H 0.097 1.113 3.778
H 0.834 0.065 2.550
H -1.063 -0.991 5.602
H -2.617 -1.273 4.830
H -1.995 0.372 5.009
H 0.265 -2.421 4.155
H 0.074 -2.420 2.404
H -1.241 -2.983 3.457
H -3.966 0.687 4.036
H -4.941 0.516 2.571
H -4.580 2.111 3.207
H -1.732 2.027 3.883
H -2.476 3.234 2.850
H -1.042 2.384 2.288
H -4.083 1.297 0.325
H -2.418 1.868 0.147
H -3.613 2.857 0.975
H -3.596 -0.777 -0.396
H -4.854 -0.575 0.834
H -4.654 -2.121 0.031
H -1.517 -2.560 0.231
H -3.000 -3.504 0.236
H -1.909 -3.598 1.603
H -4.551 -1.571 3.180
H -3.328 -2.822 3.424
H -4.640 -3.083 2.289
C 3.497 0.063 -5.961
N 4.122 0.291 -4.672
C 5.555 0.099 -4.484
C 5.768 0.543 -3.028
N 4.526 1.250 -2.745
C 3.590 1.019 -3.679
S 1.992 1.549 -3.635
H 3.912 -0.844 -6.396
H 3.675 0.897 -6.645
H 2.426 -0.057 -5.828
H 6.121 0.712 -5.190
H 5.822 -0.944 -4.648
H 6.624 1.206 -2.921
H 5.900 -0.305 -2.354
H 4.266 1.521 -1.796
Br -0.022 -4.777 -5.264
C 0.027 -3.402 -3.980
C 1.233 -2.783 -3.690
C 1.265 -1.757 -2.759
C 0.095 -1.348 -2.095
C -1.100 -2.015 -2.389
C -1.145 -3.027 -3.336
H 2.136 -3.099 -4.195
H 2.210 -1.271 -2.542
H -2.015 -1.734 -1.886
H -2.075 -3.527 -3.572
```

Calculated values
highest occupied orbital energy (alpha / beta): -10.415 / -10.784 eV
LUMO energy (alpha / beta): -1.754 / -5.302 eV
spin multiplicity: 6
net charge: +1
energy relative to the best compared isomer or geometry (same formula, charge and spin): 23.2 kcal/mol

Mulliken population analysis, charges in e, atoms 1 to 8: Ir 1.5136; C -1.8178; C 2.1032; C -1.3873; O -0.8428; C 0.1836; O -0.7119; O -0.7468

No. 3
# C26H46BrN4O12P2S

A 3-piece molecular cluster, C26H46BrN4O12P2S overall at a distorted geometry (wB97M-V/def2-TZVPD, the Open Molecules 2025 dataset).

Structure (XYZ):
```
92
C26H46BrN4O12P2S | the Open Molecules 2025 dataset | wB97M-V/def2-TZVPD
C -0.941 2.062 0.951
C -1.883 2.117 -0.261
C -1.504 1.126 -1.402
C -0.870 -0.142 -0.881
C -1.659 -1.047 -0.167
C -3.126 -0.803 0.068
O -3.527 -0.260 1.058
O -3.935 -1.291 -0.890
C -4.871 -0.329 -1.431
C -6.218 -0.335 -0.717
S -7.303 0.804 -1.639
C -7.621 2.006 -0.408
N -8.162 1.676 0.719
N -8.232 2.847 1.441
C -7.769 3.788 0.708
O -7.352 3.311 -0.495
C -1.110 -2.228 0.330
C 0.207 -2.489 0.096
C 0.875 -3.730 0.616
C 1.678 -3.318 1.860
O 1.188 -2.727 2.764
Br 3.554 -3.759 1.885
N 0.952 -1.609 -0.594
C 0.471 -0.454 -1.088
C 1.399 0.421 -1.888
C 2.852 0.480 -1.393
C 3.144 1.573 -0.354
C 2.510 2.936 -0.661
C 3.281 4.138 -0.108
N 2.704 4.669 1.135
H 0.087 1.799 0.699
H -1.297 1.339 1.687
H -0.917 3.025 1.459
H -2.893 1.945 0.096
H -1.796 3.113 -0.693
H -0.927 1.612 -2.178
H -2.436 0.816 -1.879
H -5.032 -0.581 -2.477
H -4.479 0.688 -1.423
H -6.651 -1.332 -0.727
H -6.132 0.063 0.289
H -7.695 4.827 0.971
H -1.713 -2.931 0.884
H 0.162 -4.506 0.874
H 1.594 -4.079 -0.126
H 1.920 -1.870 -0.742
H 1.415 -0.029 -2.887
H 0.936 1.391 -2.006
H 3.530 0.611 -2.234
H 3.150 -0.473 -0.944
H 2.919 1.251 0.666
H 4.226 1.727 -0.362
H 1.501 2.966 -0.242
H 2.379 3.064 -1.738
H 4.332 3.901 0.068
H 3.252 4.929 -0.860
H 3.387 4.749 1.872
H 1.928 4.116 1.466
C 3.354 -3.671 5.980
O 3.707 -2.849 7.100
P 5.278 -2.626 7.418
O 5.955 -3.897 7.081
O 5.042 -2.373 8.977
C 4.590 -3.462 9.782
O 6.401 -1.468 7.357
C 6.646 -0.843 6.083
H 2.308 -3.477 5.746
H 3.965 -3.446 5.108
H 3.467 -4.718 6.250
H 4.897 -4.421 9.364
H 3.504 -3.430 9.875
H 5.033 -3.343 10.768
H 5.732 -0.414 5.672
H 7.064 -1.568 5.382
H 7.364 -0.044 6.243
C -3.199 -0.916 -7.864
O -2.031 -0.075 -7.808
P -1.474 0.389 -6.377
O -2.652 0.600 -5.502
O -0.794 1.719 -6.931
C -1.639 2.765 -7.421
O -0.226 0.129 -5.368
C 0.005 -1.216 -4.931
H -3.239 -1.345 -8.862
H -3.157 -1.715 -7.129
H -4.085 -0.308 -7.699
H -2.620 2.739 -6.947
H -1.749 2.677 -8.501
H -1.154 3.710 -7.191
H 0.149 -1.896 -5.771
H -0.835 -1.559 -4.320
H 0.911 -1.217 -4.332
```

Calculated values
highest occupied orbital energy: -11.302 eV
LUMO energy: -4.276 eV
net charge: +1
energy relative to the best compared isomer or geometry (same formula, charge and spin): 0.0 kcal/mol

Mulliken population analysis, charges in e, atoms 1 to 8: C -1.2549; C -0.5256; C -0.7007; C 0.1292; C 1.6641; C -0.3906; O -0.5012; O -0.3266

No. 4
# C26H46Cl2O2P2Yb

C26H46Cl2O2P2Yb as an isolated structure at a distorted geometry (wB97M-V/def2-TZVPD, the Open Molecules 2025 dataset).

Structure (XYZ):
```
79
C26H46Cl2O2P2Yb | the Open Molecules 2025 dataset | wB97M-V/def2-TZVPD
Yb -0.346 -0.217 0.480
C -1.110 -2.326 0.062
C 0.318 -2.293 -0.234
C 0.142 -1.753 2.044
C -1.208 -2.061 1.494
C 1.106 -1.934 0.968
C -2.199 -2.983 -0.808
H -2.034 -2.792 -1.867
H -3.194 -2.619 -0.563
H -2.200 -4.063 -0.663
C -2.451 -2.303 2.370
H -3.338 -2.526 1.783
H -2.674 -1.461 3.021
H -2.281 -3.164 3.017
C 0.471 -1.608 3.540
H 0.741 -2.572 3.969
H -0.381 -1.224 4.101
H 1.300 -0.924 3.703
C 2.550 -2.368 1.336
H 2.537 -3.424 1.606
H 2.912 -1.842 2.217
H 3.314 -2.270 0.573
C 0.811 -3.290 -1.309
H 0.568 -4.299 -0.975
H 1.889 -3.307 -1.446
H 0.306 -3.175 -2.263
C 0.735 1.108 -2.881
C 0.469 -0.158 -3.256
C 1.111 -0.815 -4.459
C 2.574 -1.179 -4.161
C 3.029 -0.774 -2.748
C 3.313 0.484 -2.451
C 3.143 1.639 -3.440
C 1.672 2.027 -3.647
H 1.059 -0.142 -5.316
H 3.208 -0.679 -4.893
H 0.528 -1.686 -4.756
H 1.422 2.006 -4.708
H 0.380 1.613 -2.012
H -0.178 -0.838 -2.767
H 1.492 3.058 -3.342
H 3.762 2.487 -3.152
H 3.924 0.730 -1.618
H 3.571 1.358 -4.400
H 2.793 -2.222 -4.374
H 3.413 -1.539 -2.128
P -2.447 0.668 -0.219
C -3.993 0.077 0.716
H -4.867 0.655 0.417
H -3.901 0.185 1.794
H -4.211 -0.961 0.486
C -2.859 2.515 -0.114
H -3.915 2.696 -0.311
H -2.283 3.080 -0.847
H -2.625 2.901 0.878
C -3.295 0.386 -1.902
H -2.784 0.932 -2.694
H -4.325 0.742 -1.886
H -3.311 -0.673 -2.157
P 1.156 1.426 1.181
C 2.884 0.965 1.875
H 3.547 1.831 1.855
H 3.367 0.161 1.329
H 2.835 0.602 2.901
C 1.341 3.213 0.541
H 2.086 3.282 -0.237
H 1.681 3.920 1.298
H 0.388 3.580 0.163
C 0.956 2.229 2.925
H 1.820 2.826 3.222
H 0.819 1.472 3.697
H 0.102 2.907 2.951
Cl -1.598 2.858 5.544
C -2.437 2.577 3.995
Cl -2.259 4.071 3.040
C -1.926 1.287 3.382
O -2.011 0.253 4.164
O -1.387 1.208 2.153
H -3.517 2.450 4.216
```

Calculated values
highest occupied orbital energy (alpha / beta): -11.444 / -11.441 eV
LUMO energy (alpha / beta): -3.624 / -3.579 eV
spin multiplicity: 2
net charge: +1

Mulliken population analysis, charges in e, atoms 1 to 8: Yb -1.7287; C 0.7536; C 1.4887; C 1.0542; C 1.2436; C 0.6497; C -1.8154; H 0.3693

No. 5
# C26H46N14O16

A 11-piece molecular cluster, C26H46N14O16 overall at a distorted geometry (wB97M-V/def2-TZVPD, the Open Molecules 2025 dataset).

Structure (XYZ):
```
102
C26H46N14O16 | the Open Molecules 2025 dataset | wB97M-V/def2-TZVPD
C 14.148 0.995 2.013
O 14.343 1.186 0.790
O 14.227 1.887 2.799
O 14.003 -0.174 2.473
C 17.551 8.910 9.457
C 16.483 9.410 10.156
C 15.211 9.335 9.633
C 14.967 8.754 8.416
C 16.059 8.157 7.694
C 17.346 8.299 8.237
O 18.352 7.768 7.449
O 14.145 9.641 10.388
H 18.555 8.889 9.853
H 16.623 9.782 11.160
H 13.989 8.598 7.985
H 15.922 7.659 6.746
H 19.258 7.783 7.765
H 13.560 9.859 9.659
C 21.781 0.299 -2.750
C 22.987 0.852 -2.382
C 23.361 1.217 -1.080
C 22.339 1.032 -0.123
C 21.076 0.550 -0.438
C 20.833 0.291 -1.790
O 19.543 -0.178 -2.133
O 24.538 1.764 -0.646
H 21.683 -0.040 -3.771
H 23.683 0.996 -3.195
H 22.409 1.374 0.899
H 20.269 0.509 0.280
H 18.858 0.308 -1.669
H 24.959 1.190 -0.001
C 10.552 3.155 8.136
C 9.325 3.675 8.414
C 8.462 2.766 8.998
C 8.904 1.550 9.651
C 10.256 1.208 9.547
C 11.063 1.973 8.698
O 12.299 1.635 8.222
O 7.084 3.145 9.224
H 11.366 3.682 7.659
H 8.939 4.579 7.966
H 8.244 0.868 10.167
H 10.641 0.217 9.733
H 12.445 1.703 7.275
H 6.867 3.945 8.739
C 19.096 0.444 6.454
O 20.145 0.340 7.105
N 18.480 1.549 6.280
N 18.371 -0.543 5.952
H 18.874 2.454 6.495
H 17.541 1.632 5.917
H 18.727 -1.412 6.325
H 17.621 -0.456 5.281
C 13.435 -6.279 5.620
O 13.561 -7.104 6.517
N 13.459 -4.977 5.733
N 13.410 -6.532 4.312
H 13.620 -4.590 6.652
H 13.426 -4.255 5.027
H 13.371 -5.738 3.689
H 13.618 -7.431 3.902
C 9.708 5.867 2.823
O 8.531 6.342 2.856
N 10.754 6.463 3.013
N 10.022 4.657 2.681
H 10.816 7.350 3.492
H 11.552 5.941 2.681
H 9.222 4.130 3.000
H 10.941 4.327 2.941
C 14.262 -4.966 -2.505
O 14.653 -5.961 -3.086
N 13.407 -4.144 -2.968
N 14.671 -4.693 -1.296
H 12.882 -3.479 -2.418
H 13.201 -4.178 -3.956
H 15.340 -5.221 -0.753
H 14.518 -3.779 -0.894
C 17.428 6.214 -0.509
O 18.190 7.100 -0.896
N 16.840 6.222 0.713
N 16.947 5.392 -1.283
H 17.168 6.943 1.339
H 16.219 5.491 1.029
H 17.457 5.511 -2.146
H 16.345 4.671 -0.913
C 11.605 3.442 -4.912
O 11.496 3.333 -6.123
N 11.662 2.536 -4.002
N 11.632 4.622 -4.352
H 12.121 2.601 -3.105
H 11.691 1.584 -4.338
H 11.824 4.705 -3.364
H 11.630 5.432 -4.955
C 8.351 -2.044 2.842
O 7.242 -2.328 2.399
N 9.318 -1.830 1.983
N 8.671 -1.959 4.113
H 9.134 -1.988 1.002
H 10.205 -1.459 2.291
H 8.028 -2.123 4.874
H 9.562 -1.559 4.369
```

Calculated values
highest occupied orbital energy: 0.691 eV
LUMO energy: 2.892 eV
net charge: -2
energy relative to the best compared isomer or geometry (same formula, charge and spin): 299.9 kcal/mol

Mulliken population analysis, charges in e, atoms 1 to 8: C 0.4785; O -0.8465; O -0.7329; O -0.8593; C -0.5175; C -0.5123; C 0.5691; C -0.3694